# 1
C6H18AlO3 | ωB97M-V/def2-TZVPD

The geometry in XYZ format:
```
28
Properties=species:S:1:pos:R:3
Al 0.5558 0.8669 1.0655
C -2.5126 2.4738 -0.0478
C -1.5280 2.6872 1.0873
O -1.0353 1.4645 1.5682
H -3.3588 1.8185 0.1587
H -1.9709 1.9688 -0.8475
H -2.9240 3.3660 -0.5200
H -1.9041 3.3305 1.8829
H -0.6212 3.1559 0.7050
H -1.6770 1.1501 2.2092
C 0.2440 -2.9546 0.9227
C 0.3182 -1.6228 0.2155
O -0.1671 -0.6947 1.1210
H -0.7364 -3.1804 1.3421
H 1.0795 -3.0864 1.6103
H 0.4584 -3.7542 0.2136
H -0.3291 -1.7225 -0.6558
H 1.3238 -1.3558 -0.1092
H -0.8178 -1.0860 1.7083
C 1.5092 -0.9127 -2.1183
C 1.7865 0.3845 -1.3221
O 1.7836 0.1273 0.0865
H 2.0548 -1.8060 -1.8143
H 1.8156 -0.8661 -3.1634
H 0.4566 -1.1495 -2.2734
H 0.9979 1.0840 -1.5997
H 2.7258 0.8447 -1.6286
H 2.4725 -0.5310 0.2034
```

Its molar mass is 165.19 g/mol. Its total charge is +3. The total energy is -19217.558 eV. As for the relative energy (zero: lowest compared OMol25 entry of this formula, charge and spin): 0.0 kcal per mole. The largest force on an atom comes out at 6.4 eV Å⁻¹.

# 2
C26H23N2O2P2S2V | ωB97M-V/def2-TZVPD

The geometry in XYZ format:
```
58
Properties=species:S:1:pos:R:3
V 0.6189 0.4547 -2.5183
S -0.4678 -1.5748 -2.3402
P 0.3358 -1.2690 -0.4558
C 0.7004 0.4037 -0.5624
P -0.4087 1.6827 -0.3513
S -0.6788 2.3027 -2.3286
C 0.1993 3.0482 0.6264
C -0.6241 4.1485 0.8646
C -0.1435 5.2019 1.6202
C 1.1482 5.1561 2.1360
C 1.9643 4.0629 1.8944
C 1.4924 3.0049 1.1339
C -2.0340 1.2400 0.3023
C -2.1934 1.1974 1.6875
C -3.4049 0.8093 2.2298
C -4.4622 0.4711 1.3948
C -4.3049 0.5109 0.0179
C -3.0902 0.8887 -0.5304
C -0.7724 -1.8087 0.8597
C -0.2917 -1.7055 2.1652
C -1.0733 -2.1415 3.2180
C -2.3291 -2.6868 2.9709
C -2.8052 -2.7859 1.6731
C -2.0277 -2.3441 0.6130
C 1.8237 -2.2504 -0.2877
C 1.7246 -3.6183 -0.0329
C 2.8757 -4.3812 0.0329
C 4.1181 -3.7859 -0.1536
C 4.2156 -2.4265 -0.4059
C 3.0672 -1.6531 -0.4769
H -1.6321 4.1805 0.4682
H -0.7736 6.0592 1.8103
H 1.5169 5.9813 2.7304
H 2.9681 4.0339 2.2942
H 2.1209 2.1457 0.9299
H -1.3778 1.4797 2.3433
H -3.5281 0.7782 3.3034
H -5.4136 0.1816 1.8207
H -5.1310 0.2543 -0.6308
H -2.9690 0.9250 -1.6060
H 0.6961 -1.3024 2.3597
H -0.7013 -2.0693 4.2308
H -2.9339 -3.0385 3.7955
H -3.7815 -3.2097 1.4809
H -2.3998 -2.4189 -0.4013
H 0.7589 -4.0843 0.1223
H 2.8060 -5.4414 0.2324
H 5.0144 -4.3889 -0.1010
H 5.1823 -1.9654 -0.5524
H 3.1325 -0.5913 -0.6847
N 0.4685 0.3897 -4.8616
N 1.7870 0.2584 -5.3015
C 2.7968 0.2279 -4.3802
O 3.9636 0.1224 -4.5931
O 2.2929 0.3419 -3.1212
H -0.0853 -0.4131 -5.1514
H 0.0526 1.2332 -5.2495
H 1.9973 0.1785 -6.2840
```

Its molar mass is 572.51 g/mol. Its total charge is +1. The total energy is -100343.273 eV. As for the relative energy (zero: lowest compared OMol25 entry of this formula, charge and spin): 2.2 kcal per mole. The multiplicity is 2. The largest force on an atom comes out at 0.8 eV Å⁻¹.

Which of these has the highest total charge?
C6H18AlO3